An isolated ion of composition C5H12NS and charge -1. Source: the Open Molecules 2025 dataset; level of theory: the ωB97M-V functional and the def2-TZVPD basis.

Frontier orbital gap in eV: 5.6
Charge: -1
SMILES string: CCCNCC[S-]
Energy above the lowest of the compared OMol25 structures with the same formula, charge and spin in kcal per mole: 46.1
HOMO energy in eV: -2.25
2S+1: 1

```
19
C5H12NS the ωB97M-V functional and the def2-TZVPD basis
H -0.71 0.94 -1.30
H -3.31 1.27 0.96
H 2.50 -2.09 0.85
H 2.33 0.56 -0.90
N 0.57 0.00 0.21
H 0.42 -0.83 0.81
S 4.44 -0.39 0.59
H -2.52 2.12 -0.29
C -2.36 1.36 0.46
H -2.93 0.10 -1.13
H -1.54 1.71 1.17
H -2.28 -0.84 0.39
C -2.08 0.05 -0.30
C 2.70 -1.00 0.72
H -0.41 -0.69 -1.47
C 1.83 -0.35 -0.46
C -0.62 0.03 -0.77
H 2.23 -0.62 1.64
H 1.74 -1.32 -1.18
```

---

C5H12NS as an isolated structure. Source: the Open Molecules 2025 dataset; level of theory: the ωB97M-V functional and the def2-TZVPD basis.

Frontier orbital gap in eV: 8.6
Charge: +1
Energy above the lowest of the compared OMol25 structures with the same formula, charge and spin in kcal per mole: 66.6
HOMO energy in eV: -13.07
2S+1: 1

```
19
C5H12NS the ωB97M-V functional and the def2-TZVPD basis
H -0.82 -0.38 -0.81
C 2.17 0.49 0.47
N -3.82 -0.76 -0.12
H -4.56 -0.65 0.49
H 2.66 1.08 1.15
H 0.71 2.04 0.52
H 2.34 1.82 -1.21
H 2.55 -1.42 1.78
C 2.36 -1.00 0.76
C 0.72 1.07 0.03
H 3.33 -1.20 0.15
H 1.61 -1.65 0.16
H -3.10 0.25 -0.13
H -3.33 -1.63 0.04
C -0.59 0.54 -0.20
C 1.95 0.95 -0.93
H -4.26 -0.88 -1.05
S -1.84 1.16 0.71
H 1.91 0.17 -1.83
```

---

A 2-piece molecular cluster, C5H12NS2 overall. Source: the Open Molecules 2025 dataset; level of theory: the ωB97M-V functional and the def2-TZVPD basis.

Frontier orbital gap in eV: 4.0
Charge: -1
Energy above the lowest of the compared OMol25 structures with the same formula, charge and spin in kcal per mole: 106.8
HOMO energy in eV: -3.52
2S+1: 1

```
20
C5H12NS2 the ωB97M-V functional and the def2-TZVPD basis
H -0.63 -1.74 2.30
H -2.13 1.78 -1.65
C 0.51 1.43 -0.69
C 1.57 -0.73 0.07
H 2.56 -1.20 0.02
H 1.03 -1.05 -0.86
S 0.82 1.13 -2.45
C -1.43 -1.25 0.30
S -2.99 -0.49 0.72
C 1.59 0.79 0.19
N 0.95 -1.49 1.10
H -2.39 1.38 -2.20
H -1.00 -0.95 -0.67
H -1.65 -2.31 0.17
H 2.52 1.34 0.00
H 1.41 1.03 1.25
H 0.50 2.49 -0.43
C -0.35 -1.11 1.44
H -0.47 1.04 -0.44
H -0.43 -0.09 1.83
```